No. 1
{
  "formula": "C7H10N2O",
  "method": "the ωB97M-V functional and the def2-TZVPD basis",
  "elements": ["N", "C", "C", "C", "C", "C", "C", "C", "N", "H", "H", "H", "H", "H", "H", "H", "H", "O", "H", "H"],
  "xyz": [[3.137808, -0.198915, 0.434003], [1.985642, 0.061532, 0.180695], [0.545499, -0.062746, 0.437168], [0.048657, -1.266134, 1.199647], [-0.177670, -1.178651, -0.291452], [-1.517329, -0.845580, -0.836136], [-2.153475, 0.277330, -0.492096], [-1.563897, 1.266206, 0.467889], [-0.095617, 1.230122, 0.496643], [0.786282, -1.978044, 1.567891], [-0.814354, -1.101971, 1.846543], [0.443006, -1.828008, -0.909678], [-1.986677, -1.570670, -1.503555], [-3.173837, 0.462792, -0.832323], [-1.869701, 2.283528, 0.186630], [-1.987770, 1.083130, 1.472685], [0.225153, 1.731574, 1.319815], [2.667046, 0.450185, -1.806850], [1.892945, 1.048177, -1.903263], [3.608287, 0.136145, -1.034257]],
  "forces_ev_per_angstrom": [[-3.6169, 1.0679, -0.1059], [4.1434, -2.6782, 2.7852], [-0.0829, 0.7177, -0.9028], [0.2207, -0.2736, 0.2277], [0.1841, -0.0056, -0.2079], [-0.3453, 0.2647, 0.1314], [-0.0136, -0.5198, 0.0069], [-0.0207, 0.0879, 0.0734], [-0.0858, 0.0898, 0.0159], [-0.2078, 0.1844, -0.1012], [0.2509, 0.0195, -0.1857], [-0.1001, 0.2473, 0.1921], [0.1454, 0.2267, 0.1612], [0.3383, 0.0087, -0.0143], [0.1042, -0.2238, 0.0588], [-0.0057, 0.0103, -0.1881], [0.0457, -0.0858, -0.1687], [1.3936, -1.5726, -0.7295], [1.6689, 0.4008, 0.5508], [-4.0166, 2.0336, -1.5992]],
  "homo_lumo_gap_ev": 9.64,
  "spin_multiplicity": 1,
  "charge": 0
}



No. 2
{
  "formula": "C2H5NS",
  "method": "the ωB97M-V functional and the def2-TZVPD basis",
  "elements": ["C", "N", "S", "C", "H", "H", "H", "H", "H"],
  "xyz": [[0.773811, 0.703778, -1.865287], [0.635891, 0.143816, -0.732311], [-0.974110, -0.465677, -0.206282], [-0.671694, -0.559577, 1.630124], [1.600565, 1.423674, -1.918571], [0.187423, 0.653264, -2.783681], [-1.424850, -0.188952, 2.323910], [0.405823, -0.098047, 1.679178], [-0.532859, -1.612278, 1.872919]],
  "forces_ev_per_angstrom": [[0.5089, 0.1542, 0.4433], [-1.8059, 0.7067, 0.7973], [0.9368, 0.1272, -0.0914], [2.8889, -0.3012, -1.1068], [0.3345, -0.7201, -0.2202], [-0.6579, -0.1289, 0.3820], [0.0559, 0.6818, -0.5872], [-2.2426, -0.4731, 0.3982], [-0.0188, -0.0466, -0.0151]],
  "homo_lumo_gap_ev": 9.56,
  "spin_multiplicity": 1,
  "charge": 0,
  "smiles": "C=NSC"
}



No. 3
{
  "formula": "C28H41BrGeN4O8S4Si3Y",
  "method": "the ωB97M-V functional and the def2-TZVPD basis",
  "elements": ["Y", "O", "C", "S", "C", "C", "S", "S", "S", "C", "O", "C", "C", "C", "Br", "C", "C", "C", "O", "C", "N", "C", "C", "C", "C", "C", "C", "N", "H", "H", "H", "H", "H", "H", "H", "H", "H", "H", "H", "O", "N", "O", "N", "O", "O", "C", "C", "O", "H", "H", "H", "C", "Si", "C", "C", "Ge", "Si", "C", "C", "C", "Si", "C", "C", "C", "H", "H", "H", "H", "H", "H", "H", "H", "H", "H", "H", "H", "H", "H", "H", "H", "H", "H", "H", "H", "H", "H", "H", "H", "H", "H", "H"],
  "xyz": [[0.136427, -0.740140, 0.448308], [3.090239, -7.642874, -0.204003], [2.554601, -6.600182, 0.066574], [3.434892, -5.081144, -0.142233], [2.119069, -4.064892, 0.330503], [0.819228, -4.678133, 0.550719], [-0.579904, -3.796974, 0.683493], [0.855514, -6.439627, 0.646063], [2.411139, -2.455509, 0.592884], [-2.496638, -0.519696, -2.280447], [-2.372762, -0.931383, -0.921132], [-3.539572, -0.936864, -0.205185], [-4.799483, -1.032954, -0.756986], [-5.904901, -1.011916, 0.067493], [-7.573258, -1.058567, -0.780789], [-5.771706, -1.044827, 1.430292], [-4.481707, -0.967331, 2.007999], [-3.372941, -0.906414, 1.169565], [-2.087738, -0.929510, 1.637398], [-4.376569, -1.108731, 3.460713], [-5.245328, -1.801577, 4.116061], [-4.795352, -1.786155, 5.438811], [-5.335076, -2.384109, 6.573645], [-4.684727, -2.224380, 7.757842], [-3.559181, -1.420902, 7.869586], [-2.996625, -0.790827, 6.778882], [-3.634951, -1.027084, 5.544913], [-3.336439, -0.627137, 4.241644], [-3.074231, -1.222537, -2.878006], [-1.484399, -0.468618, -2.667940], [-2.923754, 0.465380, -2.347377], [-4.939925, -1.049058, -1.845672], [-6.638415, -1.076405, 2.066943], [-2.033761, -1.185452, 2.583507], [-6.197380, -3.006725, 6.397448], [-5.041166, -2.694870, 8.655304], [-3.111449, -1.285626, 8.852132], [-2.104720, -0.185773, 6.794749], [-2.736467, 0.154346, 4.001811], [-0.477871, 0.932428, -0.621052], [0.917605, 1.323358, -0.537646], [1.784399, -0.023273, 1.851692], [1.283247, -0.435329, 2.979584], [1.842189, -0.372038, 4.036232], [0.123790, -0.969706, 2.808532], [2.030172, -1.980033, -3.243863], [1.361231, -1.000128, -2.380510], [0.590229, -1.627699, -1.666647], [1.818308, -2.960784, -2.793524], [3.095958, -1.760663, -3.327676], [1.660531, -1.950869, -4.277069], [2.272637, 3.827074, -0.805686], [1.048174, 2.899435, 0.247533], [-0.641117, 3.668138, 0.234580], [1.664265, 2.920258, 2.020962], [1.976095, 0.928728, -2.201853], [4.298546, 0.872079, -1.599473], [5.134513, -0.594536, -2.269887], [5.006726, 2.347439, -2.438880], [4.378366, 0.653486, 0.244681], [0.989958, 2.015617, -4.185026], [0.619733, 0.770294, -5.519590], [-0.589258, 2.948496, -3.906027], [2.252206, 3.095733, -5.012706], [2.143512, 4.906589, -0.690907], [2.138368, 3.593646, -1.882104], [3.320971, 3.545184, -0.590245], [-0.556092, 4.695515, 0.589131], [-1.307327, 3.089903, 0.865411], [-1.064492, 3.709532, -0.768849], [1.875709, 3.932388, 2.345827], [2.572886, 2.328304, 2.245210], [0.886569, 2.562690, 2.720770], [5.217890, -0.617177, -3.362985], [4.721422, -1.560102, -1.947500], [6.152615, -0.545544, -1.892953], [5.035391, 2.072071, -3.502500], [6.062042, 2.491004, -2.125615], [4.456263, 3.290024, -2.309992], [4.167790, -0.416870, 0.423995], [3.682318, 1.256501, 0.829023], [5.402301, 0.811311, 0.576898], [0.322854, -0.235352, -5.190900], [1.528259, 0.699946, -6.165175], [-0.211089, 1.111563, -6.168833], [-1.450614, 2.274789, -3.976736], [-0.698931, 3.651225, -4.740070], [-0.645770, 3.494172, -2.969768], [3.156503, 2.499160, -5.311645], [2.624899, 3.955151, -4.430269], [1.834537, 3.442053, -5.941408]],
  "forces_ev_per_angstrom": [[-0.6925, -1.2632, 0.0521], [-0.5126, 0.1584, 0.3297], [0.3111, -0.8034, -0.3413], [-0.3946, -0.1195, 0.2696], [-1.5420, -0.5970, 0.2473], [1.5562, 0.4228, -0.3525], [-0.4514, 0.1213, 0.1801], [0.5369, 0.4214, -0.4199], [0.7378, 0.6049, -0.0411], [0.6384, -0.2940, -0.1574], [-0.3599, -0.0719, -0.0618], [0.4918, -0.1743, -0.4316], [0.3755, 0.5575, -1.0196], [0.1838, -0.4494, 0.1014], [-0.5214, 0.0002, 0.0318], [0.4495, 0.4962, 0.3460], [-0.3736, -0.0494, -0.7025], [-0.5826, -0.3471, 0.7778], [0.2485, 0.1632, 0.2536], [0.1115, 0.1054, -0.2630], [-0.0262, -0.3557, 0.8398], [-0.0133, 0.3520, -0.1532], [-0.3159, -0.4411, -1.2478], [-0.2590, -0.0565, 0.6267], [0.8795, 0.6196, 0.3168], [-0.4079, -0.3179, -1.1405], [0.4738, 0.2886, 0.4103], [-0.0140, 0.1606, 0.0572], [-0.0344, -0.1567, 0.0879], [0.0182, -0.0605, 0.0323], [-0.3226, 0.4630, 0.1038], [0.1301, -0.0237, 0.6422], [-0.0319, -0.0677, 0.1792], [-0.0199, 0.0229, -0.5437], [-0.2307, -0.1102, 0.4508], [-0.2313, -0.1905, 0.1628], [-0.0226, -0.0432, -0.2046], [0.1181, 0.0565, 0.3432], [-0.2040, -0.2002, 0.0731], [-0.0928, 0.7193, -0.5175], [0.7237, -0.6663, -0.9415], [0.1968, 0.2496, 2.0210], [-0.1323, -0.4314, -1.2288], [-0.2725, 0.1857, -0.6113], [0.5522, 0.3939, 0.9245], [1.0734, -0.2710, -1.6277], [0.5690, -0.9537, -0.0222], [-1.6142, 1.2258, 1.3747], [0.3851, 0.2454, -0.4336], [0.0354, -0.2197, 0.0247], [-0.0997, 0.0118, 0.1075], [0.5144, -0.0290, -0.6023], [0.1166, -0.0909, 0.0583], [0.2734, 0.2729, -0.3117], [0.0618, -0.7083, 0.5603], [-1.8566, 0.0466, 0.8105], [-0.8648, 0.1017, 0.5865], [0.3696, -1.1295, -0.8380], [0.8387, 0.5672, -0.1284], [-0.1023, -0.1912, -0.0627], [0.1681, -0.2797, 0.1249], [0.0909, -0.6312, -0.8442], [-0.3774, 0.0523, 0.0348], [1.5877, -0.1072, 0.3776], [0.2097, -0.0221, 0.0327], [-0.1259, 0.2829, 0.4225], [-0.5011, 0.3225, 0.1932], [-0.1349, 0.0609, 0.2247], [-0.1779, 0.0504, 0.1143], [-0.0374, -0.1331, 0.0107], [0.0189, 0.4493, -0.1226], [-0.5153, 0.2633, -0.2985], [0.2047, -0.0023, -0.2936], [-0.0595, 0.0459, 0.1070], [0.0539, 0.3152, 0.0888], [0.3169, -0.0641, 0.1083], [-0.0392, 0.2739, 0.1019], [-0.4975, 0.0579, -0.1391], [0.2936, -0.3744, -0.1333], [-0.0804, 0.4773, 0.0309], [0.2054, -0.1196, -0.0232], [0.1464, 0.2034, 0.1456], [0.2085, 0.2109, -0.0298], [-0.6611, -0.2303, 0.3905], [0.4123, 0.0666, 0.3018], [0.1471, 0.0099, 0.2155], [0.0831, 0.0515, 0.1090], [-0.0422, 0.1005, 0.0787], [-0.7197, 0.3906, 0.3728], [-0.2404, -0.2506, -0.2266], [-0.3089, 0.3794, -0.4527]],
  "homo_lumo_gap_ev": [6.95, 7.08],
  "spin_multiplicity": 2,
  "charge": 0
}



No. 4
{
  "formula": "Cl3PS",
  "method": "the ωB97M-V functional and the def2-TZVPD basis",
  "elements": ["Cl", "S", "P", "Cl", "Cl"],
  "xyz": [[0.158099, -2.310783, 1.615552], [0.132307, -0.174161, 1.500820], [0.033107, 1.196178, -0.249606], [-1.633446, 0.998023, -1.369818], [1.309933, 0.290743, -1.496948]],
  "forces_ev_per_angstrom": [[-0.0939, 1.5349, -0.7755], [-0.2547, -0.0050, 0.0565], [0.1879, -1.3005, 1.2136], [-0.5029, -0.0948, 0.0551], [0.6636, -0.1346, -0.5497]],
  "homo_lumo_gap_ev": 8.13,
  "spin_multiplicity": 1,
  "charge": 0,
  "smiles": "ClSP(Cl)Cl"
}



No. 5
{
  "formula": "C5H12O3",
  "method": "the ωB97M-V functional and the def2-TZVPD basis",
  "elements": ["C", "C", "C", "C", "C", "O", "H", "H", "H", "H", "H", "H", "H", "H", "O", "H", "H", "O", "H", "H"],
  "xyz": [[2.156757, 1.238552, -1.220665], [1.276594, 0.462958, -0.553273], [-0.173281, 0.655805, -0.579059], [-1.068180, -0.073095, 0.091025], [-2.551679, 0.107375, 0.098054], [-0.575613, -1.123703, 0.914321], [3.208452, 1.057812, -1.152441], [1.816327, 2.065444, -1.837969], [1.639287, -0.364963, 0.025660], [-0.532884, 1.520192, -1.199010], [-3.114091, -0.771195, -0.248531], [-2.790753, 0.971744, -0.556288], [-2.959081, 0.346960, 1.105808], [-1.304322, -1.580875, 1.308486], [0.823090, 1.191072, 2.640526], [0.379712, 0.410766, 2.287785], [1.151528, 1.622160, 1.827361], [0.902422, -2.971080, -0.994340], [0.436553, -2.420349, -0.351100], [1.279156, -2.345589, -1.606346]],
  "forces_ev_per_angstrom": [[-1.2319, -0.4373, 0.4817], [0.2997, 0.6256, -0.6449], [-0.2621, 1.0659, -0.7490], [0.3236, -0.9371, 0.7146], [-0.4534, 0.8258, 0.0119], [0.3295, 1.3084, -1.0626], [0.4101, -0.0737, -0.0217], [0.0625, -0.0543, 0.0825], [0.2270, -0.2442, 0.2830], [0.1818, -1.0346, 0.6859], [0.3530, 0.1127, -0.0936], [0.0026, -0.6200, 0.3596], [0.4823, -0.1079, -0.4503], [-0.7377, -0.4053, 0.3611], [0.1898, 0.2774, -0.6948], [-0.0142, -0.1217, 0.1112], [-0.1531, -0.1890, 0.6236], [-0.2342, -0.2383, 0.3405], [0.0095, -0.0443, 0.0298], [0.2152, 0.2918, -0.3685]],
  "homo_lumo_gap_ev": 9.34,
  "spin_multiplicity": 1,
  "charge": 0,
  "smiles": "C=C/C=C(/C)O.O.O"
}



No. 6
{
  "formula": "C4H8P2",
  "method": "the ωB97M-V functional and the def2-TZVPD basis",
  "elements": ["C", "C", "C", "C", "P", "P", "H", "H", "H", "H", "H", "H", "H", "H"],
  "xyz": [[-1.785887, 0.157815, 0.352756], [1.147526, -0.504330, 0.324454], [-1.332784, 1.450063, -0.358206], [2.388602, -1.225067, -0.126372], [-0.351255, -1.219368, -0.119050], [-3.542671, -0.370154, -0.101976], [-1.926350, 0.262625, 1.387706], [1.185444, 0.338576, 0.925212], [-1.545290, 1.580698, -1.408954], [-1.986428, 2.157584, 0.152080], [-0.223017, 1.694329, -0.128240], [3.175850, -1.518643, 0.622038], [2.055003, -2.109637, -0.539000], [2.741255, -0.694491, -0.982446]],
  "forces_ev_per_angstrom": [[0.8221, -1.8550, -2.9942], [-2.0996, -2.5781, -0.7930], [0.7075, 0.8376, 1.9929], [0.2153, 0.8039, 1.3686], [0.1831, 1.3985, 0.7522], [1.1197, 0.0910, -0.0554], [0.5422, 0.3698, 1.6667], [0.3035, 1.7426, 0.9215], [0.1073, -0.6071, -0.3464], [0.3781, 0.8474, -0.1975], [-1.9759, -0.2859, -0.4742], [-0.7537, 0.8987, -0.5967], [-0.6001, -2.2823, -0.8994], [1.0505, 0.6190, -0.3452]],
  "homo_lumo_gap_ev": [7.06, 6.95],
  "spin_multiplicity": 1,
  "charge": 0
}